The following is a quantum chemistry calculation of a 10-piece molecular cluster, C78H174N10O14 overall, from OMol25.

- max |F| (eV Å⁻¹) = 3.747
- Kohn-Sham gap (eV) = 8.75
- ΔE to the lowest compared entry with this formula, charge and spin (kJ/mol) = 353.71
- calculated total energy (a.u.) = -4676.66839
- SMILES = CC1(C)CCCC(C)(C)N1O.CC1(C)CCCC(C)(C)N1O.CC1(C)CCCC(C)(C)N1O.CC1(C)CCCC(C)(C)N1O.CC1(C)CCCC(C)(C)N1O.CC1(C)CCCC(C)(C)N1O.COCCNCCOC.COCCNCCOC.COCCNCCOC.COCCNCCOC

The geometry in ORCA input format:
```
! RIJCOSX wB97M-V def2-TZVPD def2/J DEFGRID3
* xyz 0 1
C 3.533 1.103 -4.883
C 3.332 -0.389 -5.121
C 2.473 -0.671 -6.403
C 4.680 -1.025 -5.285
C 4.756 -2.511 -5.200
C 4.056 -2.931 -3.907
C 2.620 -2.430 -3.761
C 1.581 -3.022 -4.702
C 2.060 -2.790 -2.357
N 2.734 -0.927 -3.813
O 1.432 -0.457 -3.691
H 2.575 1.613 -4.962
H 4.023 1.425 -3.909
H 4.181 1.433 -5.660
H 2.788 0.045 -7.238
H 2.574 -1.700 -6.836
H 1.416 -0.525 -6.091
H 5.125 -0.577 -6.229
H 5.350 -0.651 -4.474
H 4.328 -3.012 -6.093
H 5.789 -2.869 -5.222
H 4.544 -2.427 -3.033
H 4.167 -4.030 -3.785
H 1.782 -3.009 -5.754
H 0.611 -2.556 -4.447
H 1.423 -4.067 -4.329
H 2.249 -3.867 -2.203
H 1.058 -2.471 -2.216
H 2.734 -2.272 -1.632
H 1.337 0.004 -2.865
C 4.944 -3.685 0.281
C 3.705 -3.969 1.204
C 4.121 -4.594 2.513
C 2.937 -2.628 1.384
C 1.457 -2.773 1.794
C 0.749 -3.723 0.858
C 1.424 -5.129 0.804
C 1.397 -6.015 2.111
C 0.729 -5.772 -0.387
N 2.845 -4.860 0.372
O 3.486 -6.183 0.324
H 5.703 -2.974 0.763
H 5.543 -4.599 0.096
H 4.584 -3.174 -0.632
H 3.289 -4.795 3.168
H 4.768 -5.433 2.260
H 4.836 -3.963 3.090
H 3.509 -2.086 2.080
H 3.086 -2.083 0.489
H 1.404 -3.116 2.871
H 0.978 -1.820 1.860
H 0.763 -3.289 -0.145
H -0.289 -3.822 1.213
H 1.113 -5.616 3.072
H 2.265 -6.676 2.286
H 0.576 -6.716 1.926
H -0.371 -5.709 -0.197
H 0.955 -6.812 -0.483
H 0.924 -5.250 -1.336
H 3.448 -6.300 -0.655
C -4.917 -4.543 -1.090
C -4.513 -3.259 -1.842
C -5.834 -2.433 -2.067
C -3.489 -2.397 -1.164
C -2.056 -2.924 -1.356
C -1.752 -3.169 -2.847
C -2.746 -4.075 -3.482
C -2.466 -3.933 -4.991
C -2.672 -5.568 -3.072
N -4.068 -3.541 -3.243
O -5.061 -4.241 -3.939
H -5.591 -4.985 -1.750
H -4.141 -5.287 -0.829
H -5.478 -4.282 -0.209
H -6.099 -1.876 -1.145
H -5.702 -1.784 -2.947
H -6.735 -2.937 -2.289
H -3.583 -1.328 -1.457
H -3.773 -2.318 -0.137
H -1.311 -2.275 -0.946
H -1.998 -3.948 -0.937
H -0.784 -3.781 -2.927
H -1.640 -2.327 -3.515
H -2.845 -2.999 -5.490
H -3.059 -4.727 -5.454
H -1.391 -4.166 -5.195
H -3.572 -6.051 -3.486
H -2.580 -5.772 -1.936
H -1.728 -6.014 -3.491
H -5.309 -3.564 -4.612
C 4.171 2.025 7.369
C 3.670 1.121 6.202
C 3.332 2.040 4.961
C 4.745 0.056 5.955
C 4.223 -1.069 5.143
C 2.941 -1.683 5.763
C 1.804 -0.685 6.033
C 1.047 -0.240 4.780
C 0.752 -1.316 6.989
N 2.432 0.446 6.827
O 1.414 1.534 6.791
H 4.584 1.466 8.219
H 4.955 2.679 6.902
H 3.430 2.650 7.782
H 4.169 2.806 4.847
H 3.250 1.441 4.060
H 2.287 2.448 5.104
H 5.605 0.667 5.592
H 5.093 -0.399 6.870
H 4.202 -0.728 4.071
H 4.991 -1.867 5.058
H 3.231 -2.240 6.680
H 2.564 -2.458 5.026
H 1.607 0.124 3.966
H 0.379 0.539 5.062
H 0.534 -1.195 4.507
H 0.414 -2.304 6.562
H -0.129 -0.704 7.085
H 1.139 -1.469 8.015
H 1.459 1.906 7.712
C 2.738 2.476 -0.868
C 1.587 2.015 0.059
C 1.891 0.466 0.490
C 1.767 2.802 1.366
C 0.517 2.906 2.192
C -0.597 3.289 1.279
C -0.913 2.280 0.165
C -1.384 0.847 0.701
C -1.967 2.933 -0.680
N 0.335 2.285 -0.607
O 0.168 1.269 -1.621
H 2.596 3.532 -1.052
H 3.688 2.369 -0.340
H 2.788 1.942 -1.826
H 1.542 -0.334 -0.198
H 2.990 0.452 0.548
H 1.499 0.233 1.470
H 2.576 2.475 2.069
H 2.011 3.857 1.182
H 0.296 1.897 2.683
H 0.591 3.686 2.949
H -0.352 4.249 0.765
H -1.587 3.396 1.830
H -2.247 0.885 1.436
H -0.535 0.473 1.257
H -1.547 0.153 -0.136
H -2.903 2.926 -0.102
H -2.060 2.499 -1.750
H -1.669 4.000 -0.761
H -0.135 1.773 -2.396
C -4.661 -1.638 6.642
C -3.532 -2.024 5.648
C -2.916 -0.663 5.274
C -2.507 -3.047 6.280
C -1.713 -3.839 5.188
C -2.574 -4.328 4.068
C -3.371 -3.270 3.385
C -2.592 -2.197 2.529
C -4.339 -3.939 2.425
N -4.154 -2.659 4.430
O -5.091 -1.692 3.955
H -4.228 -1.310 7.600
H -5.321 -0.839 6.283
H -5.284 -2.491 6.880
H -3.599 -0.006 4.729
H -2.440 -0.087 6.115
H -1.951 -0.825 4.696
H -1.821 -2.502 6.977
H -3.235 -3.703 6.817
H -0.966 -3.141 4.867
H -1.239 -4.689 5.673
H -3.289 -5.043 4.526
H -2.019 -4.917 3.352
H -2.933 -1.174 2.656
H -2.567 -2.466 1.484
H -1.533 -2.256 2.802
H -4.945 -4.654 3.073
H -3.713 -4.565 1.775
H -5.057 -3.287 1.882
H -5.838 -2.184 3.723
C -0.823 2.817 -5.123
O -0.901 1.822 -4.201
C -1.458 0.593 -4.714
C -2.900 0.446 -4.380
N -3.649 -0.685 -5.059
C -4.885 -0.149 -5.608
C -5.630 -1.160 -6.434
O -6.250 -2.176 -5.677
C -6.624 -3.221 -6.613
H -0.454 3.743 -4.652
H -1.788 3.004 -5.580
H -0.144 2.635 -6.037
H -0.795 -0.188 -4.319
H -1.258 0.605 -5.822
H -3.410 1.354 -4.748
H -2.940 0.404 -3.269
H -3.922 -1.318 -4.296
H -4.438 0.482 -6.369
H -5.469 0.418 -4.965
H -4.899 -1.548 -7.105
H -6.388 -0.650 -7.090
H -5.826 -3.542 -7.225
H -7.470 -2.964 -7.216
H -6.894 -4.148 -5.968
C 2.864 5.487 -3.601
O 2.387 6.398 -2.690
C 1.022 6.191 -2.357
C 0.716 7.050 -1.185
N 1.386 6.485 -0.024
C 1.119 7.271 1.170
C -0.074 6.748 1.983
O -1.138 6.683 1.043
C -2.412 6.556 1.700
H 3.124 4.531 -3.142
H 3.690 5.885 -4.117
H 2.057 5.288 -4.314
H 0.737 5.170 -2.154
H 0.483 6.530 -3.239
H -0.355 7.008 -1.005
H 0.983 8.132 -1.397
H 2.357 6.471 -0.183
H 1.089 8.384 0.910
H 2.018 7.314 1.856
H -0.323 7.462 2.810
H 0.128 5.765 2.415
H -2.267 5.702 2.357
H -3.164 6.283 0.940
H -2.716 7.468 2.291
C 7.415 2.861 3.700
O 7.032 3.954 2.856
C 5.679 3.940 2.546
C 5.403 4.887 1.395
N 6.277 4.771 0.318
C 6.378 3.635 -0.570
C 7.253 3.907 -1.780
O 7.550 2.764 -2.522
C 6.426 2.025 -2.955
H 6.994 2.842 4.723
H 8.457 2.759 3.775
H 7.000 1.971 3.218
H 5.109 4.247 3.435
H 5.399 2.888 2.215
H 5.532 5.934 1.718
H 4.372 4.762 1.073
H 7.236 5.077 0.503
H 5.392 3.375 -0.937
H 6.816 2.715 -0.202
H 8.266 4.276 -1.526
H 6.693 4.610 -2.408
H 5.987 1.299 -2.231
H 6.719 1.610 -3.944
H 5.553 2.707 -3.182
C -5.849 4.458 -4.203
O -5.383 3.494 -3.299
C -6.508 2.679 -2.914
C -6.237 1.713 -1.752
N -5.916 2.358 -0.472
C -5.900 1.408 0.660
C -5.709 1.951 2.034
O -4.425 2.519 1.998
C -3.942 2.891 3.224
H -5.035 5.138 -4.487
H -6.605 5.156 -3.783
H -6.273 3.936 -5.119
H -6.831 2.043 -3.688
H -7.285 3.341 -2.670
H -5.476 0.949 -2.120
H -7.225 1.227 -1.610
H -5.059 2.842 -0.521
H -5.106 0.595 0.512
H -6.840 0.896 0.611
H -5.902 1.186 2.828
H -6.392 2.807 2.378
H -4.410 3.887 3.557
H -2.903 3.192 3.177
H -4.074 2.132 4.034
*
```